[1]
19
Properties=species:S:1:pos:R:3:nbo_charge:R:1 method="wB97M-V/def2-TZVPD" gap_ha=0.1927 charge=0 homo_energy_ha=-0.23227 e_above_lowest_kcal_mol=220.55 largest_force_ha_per_bohr=0.08356 total_energy_ha=-273.557081
C 1.773 0.375 -0.665 -0.4621
H -1.451 -1.344 1.652 0.2415
H -1.381 -0.951 -1.323 0.1941
H -0.374 1.198 0.560 0.1815
C 0.636 -0.492 -0.332 -0.1490
H 3.261 -1.189 -0.403 0.2059
H 2.830 -0.519 1.043 0.2135
H 1.634 1.472 -0.434 0.1942
H -2.636 -0.601 0.077 0.3933
C -0.508 0.124 0.445 -0.2515
H 1.954 0.393 -1.747 0.2031
H -0.505 0.491 -1.933 0.1868
H -3.356 0.587 1.973 0.2469
C -1.706 -0.473 1.041 -0.2785
C -2.990 0.250 0.971 -0.6659
H -3.649 0.831 0.294 0.2615
H 3.986 0.311 -0.126 0.2072
C 3.035 -0.194 0.036 -0.6047
C -0.552 -0.270 -1.130 -0.3176



[2]
19
Properties=species:S:1:pos:R:3:nbo_charge:R:1 method="wB97M-V/def2-TZVPD" smiles="C=C/C(=C/C)CC" gap_ha=0.3388 charge=0 homo_energy_ha=-0.30354 e_above_lowest_kcal_mol=67.02 largest_force_ha_per_bohr=0.11197 total_energy_ha=-273.801750
C -0.107 -0.307 -0.509 -0.0167
H -1.101 -0.782 1.318 0.2129
H 2.403 -1.185 1.626 0.2128
C -1.445 1.277 1.224 -0.6218
H 1.156 -1.226 -2.857 0.1787
H -0.832 0.903 -2.020 0.1996
C 1.514 -0.525 1.518 -0.6815
C -0.310 0.020 -1.891 -0.2204
C -1.291 -0.062 0.508 -0.4309
H 0.073 -0.259 -3.924 0.1892
H 1.927 -1.119 -0.533 0.1959
H 2.132 0.478 1.605 0.2196
H -1.215 1.128 2.280 0.2127
H -2.201 -0.338 0.083 0.2133
H -2.296 1.834 1.035 0.2121
H 0.879 -0.605 2.443 0.2271
H -0.627 2.047 1.065 0.2093
C 1.122 -0.735 -0.010 -0.1475
C 0.220 -0.542 -2.961 -0.3643



[3]
19
Properties=species:S:1:pos:R:3:nbo_charge:R:1 method="wB97M-V/def2-TZVPD" gap_ha=0.3158 charge=0 homo_energy_ha=-0.27968 e_above_lowest_kcal_mol=108.82 largest_force_ha_per_bohr=0.00466 total_energy_ha=-273.735131
H 2.419 1.310 -0.860 0.2180
H -0.812 -1.050 0.767 0.2522
C -0.271 0.201 -1.041 -0.4780
H 0.434 -0.780 2.039 0.2259
H -2.474 1.191 0.211 0.1784
C 2.041 -0.804 -0.246 -0.4044
H -0.544 1.268 -1.124 0.1758
H -0.006 -0.164 -2.041 0.2191
C -0.020 -0.197 1.230 -0.4682
C 2.165 0.679 -0.011 -0.4151
H -3.176 0.129 -1.010 0.2472
H 2.207 -1.177 -1.253 0.2166
H 2.371 -1.476 0.542 0.2110
H 2.581 1.015 0.936 0.2149
C -2.612 0.131 -0.066 -0.7046
C 0.819 0.029 -0.001 -0.0705
C -1.364 -0.640 -0.372 -0.0499
H -0.512 0.697 1.622 0.2120
H -3.245 -0.363 0.677 0.2196



[4]
19
Properties=species:S:1:pos:R:3:nbo_charge:R:1 method="wB97M-V/def2-TZVPD" gap_ha=0.3490 charge=0 homo_energy_ha=-0.33629 e_above_lowest_kcal_mol=128.71 largest_force_ha_per_bohr=0.07531 total_energy_ha=-273.703435
H 3.438 1.155 1.275 0.2327
H 1.808 0.659 1.787 0.2351
H -0.119 0.900 -0.341 0.2074
C -2.372 0.717 0.620 -0.3633
H -2.408 -1.039 -0.723 0.2082
H 3.193 -0.424 2.066 0.2326
H -0.315 -0.616 0.488 0.2084
H 0.363 -0.303 -2.482 0.2226
C 0.424 -0.814 -1.516 -0.4753
H -2.779 1.718 0.428 0.1968
H -2.211 0.500 -1.575 0.2100
C 2.763 0.299 1.366 -0.6785
H -3.034 0.152 1.287 0.1968
C 2.397 -0.292 0.079 -0.0070
H 0.126 -1.858 -1.652 0.2225
C 1.737 -0.669 -0.860 -0.0129
C -0.458 -0.131 -0.483 -0.3531
C -1.969 -0.032 -0.641 -0.4831
H -0.692 0.923 1.539 0.0000



[5]
19
Properties=species:S:1:pos:R:3:mulliken_spin:R:1 method="wB97M-V/def2-TZVPD" gap_ha="0.3423 / 0.2955" charge=+1 homo_energy_ha="-0.51618 / -0.56917" e_above_lowest_kcal_mol=7.07 largest_force_ha_per_bohr=0.04857 total_energy_ha=-273.567338 multiplicity=2
C -0.348 0.055 -1.225 0.1447
C 0.737 -1.345 2.186 -0.0033
H 1.737 0.142 3.386 -0.0011
H 0.270 0.780 2.695 -0.0014
H -0.306 -2.070 0.358 0.0095
H -0.383 2.144 -1.407 0.0099
C 0.719 -0.128 3.095 0.0164
C -0.010 -0.030 0.135 0.1600
H 0.449 0.857 0.566 -0.0033
C -0.832 1.313 -3.398 0.0069
H 0.190 -0.233 4.040 0.0026
H -1.825 1.729 -3.562 0.0298
H -0.286 -0.862 -1.817 0.0068
H 0.064 -2.063 2.695 0.0216
H -0.689 0.365 -3.911 -0.0027
H -0.092 1.994 -3.824 0.0271
C -0.434 1.212 -1.972 0.2749
H 1.698 -1.807 1.930 0.0411
C 0.053 -1.194 0.897 0.2604



[6]
35
Properties=species:S:1:pos:R:3:nbo_charge:R:1 method="wB97M-V/def2-TZVPD" gap_ha=0.3300 charge=-1 homo_energy_ha=-0.27815 largest_force_ha_per_bohr=0.13111 total_energy_ha=-2023.939740
O 0.463 1.022 -1.899 -0.9185
N 0.851 2.796 2.700 -0.3135
C 1.441 -2.085 0.632 -0.0805
C -2.360 1.238 2.416 0.2594
H 2.546 -2.275 0.365 0.2643
H -3.425 0.008 -2.334 0.5235
H 1.383 3.372 -1.284 0.5039
H -0.976 -0.983 0.742 0.2190
B 0.194 1.830 -0.731 1.2249
H 0.027 -0.323 2.139 0.1961
O 1.163 -0.676 0.418 -0.5434
H -0.169 -3.656 0.470 0.1929
O -4.654 1.499 -0.341 -0.9757
H 1.199 -2.312 1.735 0.1507
C 0.314 2.120 1.849 0.2898
O -3.600 -0.771 0.399 -1.0510
H 1.152 -3.819 -0.884 0.2434
F 4.437 -0.380 -1.892 -0.5940
C -0.450 1.292 0.673 -0.4962
N -2.576 0.762 3.512 -0.2727
C 0.517 -3.074 -0.266 -0.6675
H 1.450 1.030 -2.045 0.5247
P -3.188 0.582 -0.213 2.2496
C -0.098 -0.275 0.982 -0.0606
F 5.685 -2.013 -0.759 -0.5864
O -2.651 0.352 -1.808 -0.9414
B 4.777 -1.777 -1.846 1.3664
S -2.365 3.458 0.732 0.0493
O 0.503 3.257 -0.855 -0.9206
H -5.069 1.594 0.547 0.5066
F 5.398 -2.160 -3.082 -0.5859
H -3.311 3.818 1.696 0.1639
H -0.172 -2.510 -0.988 0.2209
C -2.020 1.611 0.869 -0.5474
F 3.582 -2.553 -1.649 -0.5940



[7]
38
Properties=species:S:1:pos:R:3:nbo_charge:R:1 method="wB97M-V/def2-TZVPD" gap_ha=0.2416 charge=-1 homo_energy_ha=-0.16466 largest_force_ha_per_bohr=0.02993 total_energy_ha=-2116.441606
H 1.524 -2.312 4.153 0.2371
C 4.980 1.940 -4.302 0.2833
B -0.206 1.646 -1.626 1.1571
O -1.563 -2.788 4.772 -0.4059
C 3.193 0.853 -4.513 0.2626
C 0.607 -1.997 4.634 -0.4840
O -0.841 1.224 0.930 -0.8905
N 2.935 2.073 -4.883 -0.3063
H -4.297 -3.042 3.646 0.2240
B 0.234 2.029 0.527 1.0117
H 0.748 2.326 -3.447 0.2644
O 4.498 0.710 -4.135 -0.4080
S -3.563 1.094 0.263 -0.3000
C 0.617 0.177 -3.591 -0.4714
H -3.721 2.419 0.380 0.1452
H 1.797 1.489 -2.336 0.2585
N -4.185 -1.851 1.919 0.5387
H 0.711 -1.973 5.714 0.2250
O -1.285 0.809 -1.373 -0.9064
H -4.018 -3.931 2.115 0.2228
O 2.372 3.045 0.893 -0.7387
C 0.814 1.460 -2.798 -0.8018
O -0.164 -3.934 3.610 -0.3771
H -2.707 -2.966 2.844 0.2475
N 4.107 2.788 -4.735 -0.2886
H 0.252 -0.609 -2.942 0.2342
O -4.986 -1.091 2.416 -0.3708
H 0.276 -1.034 4.255 0.2696
C -3.773 -3.048 2.699 -0.4778
C 1.628 2.130 1.305 0.4549
H 5.996 2.229 -4.124 0.2016
S 2.098 -0.480 -4.459 0.2397
O 1.862 1.286 2.199 -0.7651
O -0.003 2.661 -0.711 -0.8823
O -3.640 -1.712 0.845 -0.3846
B -1.734 1.046 -0.081 1.0258
H -0.109 0.327 -4.379 0.2155
N -0.454 -2.992 4.315 0.5405



[8]
21
Properties=species:S:1:pos:R:3:nbo_charge:R:1 method="wB97M-V/def2-TZVPD" gap_ha=0.3461 charge=0 homo_energy_ha=-0.31960 e_above_lowest_kcal_mol=52.22 largest_force_ha_per_bohr=0.10146 total_energy_ha=-353.458309
C -3.041 0.433 -0.188 -0.2667
H 2.111 -1.038 -1.363 0.2047
C 1.624 -0.658 0.648 -0.8272
C 1.325 2.262 0.078 -0.9059
H 1.044 2.971 0.932 0.2092
C 1.881 -1.624 -0.550 -0.5739
B 0.485 0.328 0.457 1.0272
H -3.624 -1.634 -0.244 0.2302
H -0.648 -1.971 -0.114 0.2221
H 2.816 -2.075 -0.255 0.2107
N -0.864 0.091 0.220 -0.6960
H 2.395 2.200 0.240 0.2038
H 2.520 -0.209 0.812 0.2311
H 1.120 -2.340 -0.798 0.1986
C -2.763 -0.972 -0.334 -0.2884
H 1.377 -1.206 1.562 0.2306
H -3.902 0.886 -0.441 0.2115
C -1.426 -1.167 -0.033 -0.0336
H 0.951 2.573 -0.925 0.2147
H -1.518 2.066 0.154 0.2224
C -1.863 1.084 0.142 -0.0251